Record 1
Formula: C21H36N6ORhS
Source: OMol25
Level of theory: the ωB97M-V functional and the def2-TZVPD basis

```
! wB97M-V def2-TZVPD RIJCOSX def2/J DEFGRID3
* xyz 3 5
Rh -0.48 -0.28 0.10
C 2.55 1.14 -2.35
N 1.46 1.69 -1.58
C 0.14 1.83 -2.18
C 1.79 2.51 -0.43
C 0.69 2.67 0.60
N 0.23 1.45 1.31
C -0.86 1.88 2.23
C 1.34 0.82 2.07
H 3.15 1.98 -2.74
H 2.18 0.55 -3.18
H 3.19 0.55 -1.71
H -0.18 2.87 -2.16
H -0.60 1.26 -1.60
H 0.15 1.45 -3.20
H 2.03 3.51 -0.82
H 2.71 2.13 0.01
H -0.19 3.15 0.16
H 1.07 3.37 1.35
H -0.50 2.67 2.89
H -1.18 1.04 2.83
H -1.70 2.26 1.65
H 1.86 1.57 2.67
H 2.06 0.36 1.39
H 0.93 0.06 2.73
C 1.06 -2.52 -3.36
C 0.66 -2.38 -1.94
O 0.70 -1.22 -1.44
C 0.30 -3.56 -1.16
C 0.35 -3.54 0.24
C 0.14 -4.69 0.97
C -0.15 -5.88 0.31
C -0.24 -5.91 -1.07
C -0.01 -4.76 -1.81
H 1.33 -1.56 -3.79
H 0.24 -2.95 -3.94
H 1.90 -3.21 -3.45
H 0.62 -2.63 0.76
H 0.23 -4.67 2.05
H -0.30 -6.79 0.88
H -0.48 -6.84 -1.58
H -0.08 -4.81 -2.89
N -2.88 -2.17 -0.07
C -3.75 -2.75 -0.89
C -3.70 -2.07 -2.10
C -2.75 -1.09 -1.91
N -2.24 -1.15 -0.66
H -2.60 -2.43 0.88
H -4.35 -3.59 -0.58
H -4.29 -2.26 -2.98
H -2.42 -0.33 -2.61
C -1.16 -1.42 5.75
N -2.36 -1.14 4.98
C -3.63 -0.81 5.66
C -4.61 -0.55 4.50
N -3.74 -0.78 3.32
C -2.50 -1.14 3.67
S -1.25 -1.59 2.56
H -1.35 -2.25 6.43
H -0.90 -0.54 6.35
H -0.35 -1.68 5.09
H -3.49 0.06 6.30
H -3.93 -1.65 6.29
H -4.99 0.46 4.49
H -5.44 -1.25 4.49
H -4.07 -0.78 2.38
*
```

Output
* highest occupied orbital energy (spin up / spin down): -17.0 / -17.0 eV
* Kohn-Sham gap (spin up / spin down): 8.57 / 5.28 eV
* energy above the lowest of the compared OMol25 structures with the same formula, charge and spin: 0.0 kJ/mol


Record 2
Formula: C21H36P2PtS
Source: OMol25
Level of theory: the ωB97M-V functional and the def2-TZVPD basis

```
! wB97M-V def2-TZVPD RIJCOSX def2/J DEFGRID3
* xyz 2 5
P 0.54 0.62 -3.14
P -2.84 -0.90 -1.51
C -0.92 -0.33 -3.75
C -2.35 -0.16 -3.14
H -0.66 -1.40 -3.82
H -1.01 0.05 -4.78
H -2.64 0.91 -3.13
H -3.05 -0.65 -3.86
C -2.73 -2.69 -1.85
H -2.77 -3.25 -0.90
H -1.80 -2.96 -2.38
H -3.58 -2.97 -2.49
C -4.57 -0.44 -1.31
H -5.19 -0.98 -2.05
H -4.68 0.64 -1.46
H -4.89 -0.70 -0.29
C 1.83 0.25 -4.34
H 2.79 0.67 -4.01
H 1.56 0.69 -5.31
H 1.96 -0.84 -4.45
C 0.06 2.33 -3.42
H -0.96 2.55 -3.10
H 0.13 2.53 -4.50
H 0.74 3.01 -2.90
Pt 0.78 0.49 1.69
C -2.16 -0.55 0.16
C -0.84 -1.26 0.38
C -0.01 -1.64 -0.77
C 1.40 -1.04 -0.98
C 1.32 0.40 -1.53
C 0.60 1.26 -0.43
C -0.87 1.42 -0.67
C -1.84 0.95 0.43
C 2.51 1.36 2.20
H -2.93 -0.89 0.89
H -0.83 -1.91 1.26
H -0.58 -1.40 -1.68
H 0.07 -2.74 -0.75
H 1.97 -1.03 -0.04
H 1.92 -1.68 -1.68
H 2.34 0.81 -1.70
H 1.13 2.22 -0.30
H -1.10 0.78 -1.54
H -1.10 2.45 -1.00
H -1.35 1.07 1.42
H -2.75 1.57 0.38
H 2.23 2.14 2.93
H 2.97 1.80 1.30
H 3.18 0.63 2.68
S 0.20 -0.41 3.66
C 1.44 -0.22 4.85
C 1.44 0.87 5.74
C 2.45 1.00 6.68
C 3.47 0.04 6.76
C 3.47 -1.05 5.89
C 2.47 -1.19 4.94
H 0.64 1.61 5.64
H 2.44 1.85 7.37
H 4.26 0.15 7.50
H 4.25 -1.80 5.96
H 2.45 -2.02 4.24
*
```

Output
* highest occupied orbital energy (spin up / spin down): -10.5 / -13.1 eV
* Kohn-Sham gap (spin up / spin down): 5.52 / 5.44 eV
* energy above the lowest of the compared OMol25 structures with the same formula, charge and spin: 0.0 kJ/mol


Record 3
Formula: C21H36P2PtTe
Source: OMol25
Level of theory: the ωB97M-V functional and the def2-TZVPD basis

```
! wB97M-V def2-TZVPD RIJCOSX def2/J DEFGRID3
* xyz 0 3
P -0.21 -1.87 -5.05
P 0.21 2.28 -5.37
C -0.44 -0.51 -6.30
C 0.47 0.76 -6.37
H -1.51 -0.22 -6.32
H -0.26 -1.03 -7.25
H 1.53 0.46 -6.23
H 0.42 1.14 -7.40
C -1.36 3.06 -5.73
H -1.64 3.74 -4.92
H -2.18 2.34 -5.88
H -1.25 3.66 -6.64
C 1.51 3.43 -5.82
H 1.24 3.89 -6.77
H 2.46 2.89 -5.93
H 1.61 4.21 -5.05
C -1.39 -3.09 -5.70
H -1.45 -3.95 -5.02
H -1.05 -3.44 -6.68
H -2.39 -2.65 -5.81
C 1.41 -2.55 -5.48
H 2.17 -1.78 -5.63
H 1.31 -3.12 -6.41
H 1.74 -3.24 -4.69
Pt 0.89 -0.61 -0.39
C 0.23 2.28 -3.56
C -1.06 1.76 -3.06
C -1.78 0.61 -3.57
C -1.70 -0.81 -2.87
C -0.48 -1.66 -3.27
C 0.84 -1.12 -2.59
C 1.43 -0.01 -3.41
C 1.47 1.45 -2.95
C 0.29 -2.20 0.64
H 0.37 3.33 -3.23
H -1.30 2.00 -2.02
H -1.51 0.47 -4.63
H -2.87 0.89 -3.54
H -1.76 -0.70 -1.78
H -2.61 -1.37 -3.17
H -0.60 -2.70 -2.89
H 1.53 -1.97 -2.44
H 0.85 0.04 -4.34
H 2.44 -0.28 -3.77
H 1.47 1.53 -1.85
H 2.43 1.87 -3.32
H 1.02 -2.22 1.47
H 0.40 -3.01 -0.10
H -0.76 -2.01 0.95
Te 0.11 1.35 0.97
C -0.16 0.58 2.90
C -1.45 0.29 3.39
C -1.55 -0.31 4.65
C -0.39 -0.59 5.39
C 0.88 -0.29 4.89
C 1.02 0.31 3.63
H -2.31 0.52 2.78
H -2.53 -0.57 5.05
H -0.48 -1.08 6.38
H 1.78 -0.54 5.47
H 1.98 0.55 3.20
*
```

Output
* highest occupied orbital energy (spin up / spin down): -4.3 / -4.5 eV
* Kohn-Sham gap (spin up / spin down): 3.90 / 4.16 eV


Record 4
Formula: C21H36P2SeTc
Source: OMol25
Level of theory: the ωB97M-V functional and the def2-TZVPD basis

```
! wB97M-V def2-TZVPD RIJCOSX def2/J DEFGRID3
* xyz 2 4
P -2.83 0.90 -1.54
P 1.58 0.78 2.69
C 1.09 0.36 -0.28
C 2.12 0.49 0.87
H 0.18 -0.26 0.00
H 0.75 1.39 -0.50
H 2.74 -0.43 0.95
H 2.80 1.33 0.68
C 2.79 1.63 3.72
H 2.67 1.30 4.75
H 2.63 2.71 3.66
H 3.79 1.37 3.35
C 1.48 -0.95 3.15
H 2.38 -1.46 2.78
H 0.60 -1.42 2.68
H 1.45 -1.05 4.25
C -2.94 2.63 -0.99
H -3.87 2.71 -0.43
H -2.91 3.32 -1.85
H -2.07 2.86 -0.34
C -4.14 0.64 -2.76
H -4.35 -0.44 -2.80
H -3.78 0.97 -3.75
H -5.02 1.21 -2.45
Tc 1.85 -0.74 -2.10
C 3.11 -2.14 -2.71
C 3.45 -0.81 -3.26
C 3.07 -0.43 -4.68
C 1.57 0.00 -4.89
C 0.74 -0.13 -3.63
C 0.36 -1.50 -3.19
C 0.92 -2.71 -3.93
C 2.38 -3.12 -3.59
C -3.29 -0.10 -0.07
H 3.84 -2.58 -2.02
H 4.43 -0.41 -2.97
H 3.39 -1.18 -5.45
H 3.68 0.46 -4.89
H 1.55 1.06 -5.19
H 1.12 -0.56 -5.74
H -0.05 0.65 -3.54
H -0.70 -1.62 -2.89
H 0.79 -2.64 -5.03
H 0.29 -3.57 -3.65
H 2.35 -4.11 -3.10
H 2.92 -3.30 -4.54
H -2.40 -0.27 0.54
H -3.65 -1.08 -0.40
H -4.05 0.40 0.53
Se -0.11 2.23 3.14
C -1.21 1.35 4.50
C -2.13 2.16 5.19
C -3.00 1.60 6.12
C -2.99 0.22 6.36
C -2.03 -0.59 5.71
C -1.19 -0.03 4.76
H -2.18 3.23 4.97
H -3.72 2.24 6.64
H -3.72 -0.24 7.02
H -1.97 -1.65 5.95
H -0.53 -0.68 4.19
*
```

Output
* highest occupied orbital energy (spin up / spin down): -12.2 / -13.5 eV
* Kohn-Sham gap (spin up / spin down): 6.93 / 4.27 eV
* energy above the lowest of the compared OMol25 structures with the same formula, charge and spin: 0.0 kJ/mol